Molecular formula: CH2N4S
Method: DFT, ωB97M-V with the def2-TZVPD basis set

Geometry as XYZ:
```
8
Properties=species:S:1:pos:R:3
S 2.00765 0.01264 -0.01332
C 0.29098 -0.18945 0.06639
N -0.50234 -1.20872 0.04737
N -1.76259 -0.69866 -0.03537
N -1.74143 0.58290 -0.03462
N -0.45642 0.90023 0.06366
H 2.32336 -1.27800 -0.06301
H -0.15920 1.87907 -0.03111
```

LUMO level: 0.5 eV
DFT total energy: -17863.4473 eV
ΔE to the lowest compared entry with this formula, charge and spin: 34.6 kJ/mol
SMILES: Sc1nnn[nH]1
F_max: 2.78 eV Å⁻¹

Molecular formula: C44H56F30O22
Method: DFT, ωB97M-V with the def2-TZVPD basis set

Geometry as XYZ:
```
152
Properties=species:S:1:pos:R:3
C 0.70181 1.40130 -4.43221
C 0.85017 0.40138 -5.63993
O 1.11330 -0.94224 -5.12217
C 2.30755 -1.27072 -4.57606
O 3.32889 -0.63478 -4.60420
C 2.28423 -2.49836 -3.70543
F 1.04708 -2.88525 -3.47338
F 2.93564 -3.38408 -4.33982
F 2.93304 -2.19181 -2.55744
H 0.46904 2.41108 -4.77024
H 1.54511 1.36877 -3.74237
H -0.17247 1.21132 -3.80959
H 1.68704 0.74916 -6.24557
H -0.01838 0.35987 -6.29718
C -7.99196 -1.45317 2.45840
C -7.40419 -0.02765 2.52520
O -5.99008 -0.08865 2.62878
C -5.23299 1.03471 2.74177
O -5.59826 2.08112 2.20239
C -3.89286 0.84002 3.40434
F -3.59777 -0.43000 3.66937
F -2.95356 1.35231 2.63355
F -3.92732 1.52041 4.56103
H -7.59368 -2.05567 3.27477
H -7.74368 -1.99884 1.54807
H -9.07878 -1.38198 2.41532
H -7.79539 0.47109 3.41195
H -7.83210 0.52984 1.69201
C -2.76458 -7.91553 1.28384
C -4.04036 -7.66110 2.08472
O -4.21226 -6.26422 2.15987
C -4.61457 -5.42082 1.10665
O -5.02753 -5.86043 0.04198
C -4.72431 -3.95545 1.54320
F -5.76271 -3.34907 0.96843
F -4.71803 -3.83214 2.83886
F -3.62640 -3.33189 1.05557
H -1.88498 -7.57746 1.83165
H -2.93043 -7.39803 0.33896
H -2.63335 -8.95605 0.98687
H -3.87068 -7.95880 3.11946
H -4.93416 -8.10893 1.65035
C -3.54352 -4.22988 -2.32347
C -2.30219 -4.45850 -3.20074
O -1.35353 -5.34765 -2.60455
C -0.65431 -4.99132 -1.48728
O -0.55098 -3.78977 -1.03728
C 0.22256 -6.08500 -0.84619
F 1.51488 -5.90148 -1.07876
F 0.06455 -6.02613 0.48421
F -0.04673 -7.29103 -1.25215
H -4.22190 -3.62446 -2.92460
H -3.30592 -3.69675 -1.40290
H -3.91514 -5.24583 -2.18992
H -1.73533 -3.54533 -3.38212
H -2.53119 -4.96530 -4.13819
C -1.34276 -0.72156 0.10698
C -1.02454 0.72768 -0.25865
O 0.35426 0.85067 -0.68148
C 1.32600 0.87083 0.30332
O 1.01704 1.07633 1.50096
C 2.74753 0.67621 -0.16851
F 2.95137 1.05463 -1.42250
F 3.65447 1.24730 0.59303
F 3.13743 -0.57629 -0.09850
H -2.41889 -0.82512 0.24599
H -0.89737 -1.09857 1.02763
H -1.00749 -1.37162 -0.70118
H -1.26226 1.40747 0.55958
H -1.60966 1.09586 -1.10137
C 6.50372 1.83375 -1.97610
C 6.26940 0.30041 -1.94517
O 7.48643 -0.40084 -2.13896
C 7.76343 -0.93056 -3.35555
O 7.16241 -0.67625 -4.37138
C 9.17907 -1.60168 -3.40198
F 9.52037 -1.88127 -2.13837
F 9.05285 -2.73833 -4.22417
F 10.02390 -0.70629 -3.93558
H 5.63237 2.36201 -1.58909
H 6.61204 2.15822 -3.01103
H 7.45665 2.06096 -1.49817
H 5.49463 -0.02760 -2.63816
H 6.01982 0.18486 -0.89044
C -5.51339 4.32715 -5.56588
C -4.50710 3.19173 -5.67956
O -4.54636 2.49848 -4.49896
C -3.68375 1.45450 -4.22583
O -2.75267 1.13293 -4.98207
C -3.96307 0.73418 -2.93579
F -5.13782 0.06201 -3.04442
F -3.04118 -0.22423 -2.75071
F -4.13958 1.54850 -1.87645
H -5.24373 4.91122 -4.68596
H -6.49623 3.98699 -5.23966
H -5.58001 4.92702 -6.47352
H -3.50253 3.59516 -5.80676
H -4.69776 2.50306 -6.50264
C 2.96218 7.89788 -1.00075
C 2.70860 6.46792 -1.61597
O 1.58886 5.93648 -0.85831
C 1.05128 4.68436 -1.12695
O 1.54775 3.82042 -1.85057
C -0.29193 4.56225 -0.37369
F -1.25795 4.06745 -1.20514
F -0.11375 3.76421 0.66176
F -0.77705 5.69660 0.19307
H 2.11834 8.57388 -1.13877
H 3.86380 8.34641 -1.41786
H 3.19399 7.82223 0.06162
H 3.59139 5.83993 -1.49590
H 2.48323 6.50560 -2.68176
C -0.04126 -3.86284 2.87501
C 0.76541 -2.84702 3.67373
O 2.15114 -2.84256 3.31239
C 2.97677 -1.99184 3.85812
O 2.60881 -1.11546 4.67887
C 4.41630 -2.08594 3.27869
F 4.50098 -3.12994 2.47571
F 4.65608 -0.93944 2.61252
F 5.21628 -2.26957 4.30320
H -0.30356 -3.41933 1.91449
H -1.02716 -4.11189 3.26754
H 0.52523 -4.77139 2.67071
H 0.63364 -3.04289 4.73786
H 0.32046 -1.86730 3.49968
C -0.14515 2.74069 4.26776
C 0.50744 1.48305 4.90665
O -0.36304 0.47905 5.49898
C -0.77880 0.63725 6.73890
O -0.39336 1.45283 7.52051
C -1.76320 -0.45760 7.13752
F -2.71304 0.09972 7.84084
F -2.21850 -1.16493 6.13953
F -1.10472 -1.31649 7.93167
H -0.40424 3.48141 5.02426
H -1.06552 2.60177 3.70053
H 0.61545 3.14503 3.59987
H 1.32718 1.71193 5.58763
H 0.94475 0.94617 4.06485
O 6.05090 4.47295 -0.49696
C 5.41262 4.80404 0.49989
C 4.38928 4.05398 1.32522
C 3.68782 5.18269 1.98314
C 4.70888 6.24749 2.09963
O 5.50783 6.11818 0.92906
H 3.69509 3.41122 0.78386
H 4.98281 3.53519 2.07801
H 2.77469 5.53343 1.50222
H 3.47867 4.93604 3.02405
H 4.22063 7.21581 1.98981
H 5.30430 6.26011 3.01255
```

LUMO level: 0.1 eV
DFT total energy: -173105.2992 eV
SMILES: CCOC(=O)C(F)(F)F.CCOC(=O)C(F)(F)F.CCOC(=O)C(F)(F)F.CCOC(=O)C(F)(F)F.CCOC(=O)C(F)(F)F.CCOC(=O)C(F)(F)F.CCOC(=O)C(F)(F)F.CCOC(=O)C(F)(F)F.CCOC(=O)C(F)(F)F.CCOC(=O)C(F)(F)F.O=C1CCCO1
F_max: 5.84 eV Å⁻¹